Record 1
# C4H5NO2

C4H5NO2 in the gas phase at a distorted geometry (wB97M-V/def2-TZVPD, the OMol25 dataset).

Last column: Mulliken charge in e.
Element x y z (Å)
O -0.3632 -1.6537 -1.1005  -0.462
C -0.4288 -0.5545 -1.7031  -0.059
C 0.0474 0.6532 -1.0360  0.405
O 0.3515 1.7584 -1.4555  -0.613
N -0.0531 0.3352 0.3214  0.088
C 0.4054 1.0465 1.3691  -0.552
C -0.0318 -1.0061 0.6951  -0.372
H -0.9832 -0.4714 -2.6428  0.377
H -0.1050 0.9664 2.3191  0.284
H 1.1442 1.8185 1.1810  0.297
H 0.9344 -1.4469 0.9053  0.326
H -0.9179 -1.4455 1.1470  0.280

Properties
E: -360.49291 hartree
Relative energy (zero: lowest compared OMol25 entry of this formula, charge and spin): 110.76 kcal per mole
Frontier orbital gap (spin up / spin down): 6.920 / 7.654 eV
LUMO level (spin up / spin down): -0.44 / -0.11 eV
Largest force on an atom: 1.6 eV/Å

---

Record 2
# C8H19Cl11NO3PSi2

A molecular structure, C8H19Cl11NO3PSi2 at a distorted geometry (wB97M-V/def2-TZVPD, the OMol25 dataset).

Last column: Mulliken charge in e.
Element x y z (Å)
C -0.8200 -2.1860 2.4115  -0.377
C -0.9870 -1.0109 1.2388  0.214
Cl -2.4484 0.1258 1.1832  -0.117
C 0.0888 -0.9008 0.2178  0.234
Cl 1.4986 -2.1550 0.3398  -0.162
Si 0.1946 0.3602 -1.2296  0.669
O -0.7503 -0.3374 -2.5834  -0.498
Cl -0.5842 2.3057 -0.8153  -0.312
O 1.8798 0.3455 -1.7913  -0.240
Si 2.8844 1.4390 -0.8553  0.230
N 4.0382 2.2230 -2.0478  -0.616
P 4.1487 0.4852 0.6652  0.225
C 4.9113 -1.1508 -0.0533  -0.777
O 3.1130 0.1093 2.0589  -0.472
H -1.7467 -2.0794 3.1175  0.353
H 0.1349 -1.9617 3.0856  0.237
H -0.6523 -3.2555 1.9675  -0.322
H -1.4389 0.3391 -2.8908  0.236
H 2.1791 2.5375 -0.2116  -0.103
H 4.5378 2.9561 -1.4594  0.254
H 3.4481 2.7969 -2.7011  0.274
H 4.3363 -2.1139 0.2856  0.182
H 5.0519 -1.0716 -1.2325  0.276
H 5.9978 -1.2323 0.4319  0.313
H 2.2869 0.7093 2.0306  0.279
C 0.0713 -5.9352 0.5645  0.072
Cl -1.1146 -5.4277 1.7732  -0.182
Cl 1.0001 -7.3288 1.1306  -0.161
H -0.4522 -6.2065 -0.3555  0.298
H 0.7565 -5.1069 0.3686  -0.047
C -4.4531 2.6877 -0.7242  0.407
Cl -5.2801 2.0847 0.7171  -0.174
Cl -4.7404 4.4180 -0.9453  -0.160
H -3.3794 2.5163 -0.6163  -0.323
H -4.8264 2.1505 -1.5995  0.246
C -2.4645 0.8975 4.6823  0.046
Cl -1.0863 -0.1293 5.0959  -0.146
Cl -3.6777 0.8821 5.9680  -0.170
H -2.1138 1.9220 4.5363  0.294
H -2.9192 0.5282 3.7598  -0.018
C -1.3165 3.0530 -5.2141  -0.361
Cl -2.7883 2.6859 -4.3064  -0.114
Cl 0.0461 2.0876 -4.6341  -0.077
H -1.4854 2.8312 -6.2707  0.326
H -1.0787 4.1126 -5.0930  0.262

Properties
E: -6579.23608 hartree
Frontier orbital gap: 7.917 eV
LUMO level: -0.41 eV
Largest force on an atom: 4.7 eV/Å

---

Record 3
# CH2BN

CH2BN in the gas phase at a distorted geometry (wB97M-V/def2-TZVPD, the OMol25 dataset).

Last column: Mulliken charge in e.
Element x y z (Å)
B 0.3111 0.0343 0.0786  0.102
C 1.9064 0.0268 -0.0565  0.234
N 3.0399 0.0189 0.0373  -0.355
H -0.0809 0.9376 -0.3501  0.003
H -0.3559 -0.9239 0.5788  0.016

Properties
E: -118.85322 hartree
Relative energy (zero: lowest compared OMol25 entry of this formula, charge and spin): 4.86 kcal per mole
Frontier orbital gap: 10.962 eV
LUMO level: -1.23 eV
Largest force on an atom: 4.5 eV/Å
SMILES string: BC#N

---

Record 4
# C2H2LiNiO2

A molecular structure, C2H2LiNiO2 at a distorted geometry (wB97M-V/def2-TZVPD, the OMol25 dataset).

Last column: Mulliken charge in e.
Element x y z (Å)
H 0.9123 1.2604 -0.1388  0.222
O -0.0586 -1.6527 -0.2097  -0.535
C 0.3412 -0.6655 0.4144  0.431
C -0.1496 0.7046 -0.0171  0.013
O -1.0113 0.7415 -1.0391  -0.804
Li -1.5218 -0.9131 -1.5356  0.893
Ni 1.9963 -0.6435 1.5860  0.461
H -0.5084 1.1683 0.9400  0.318

Properties
⟨S²⟩: 2.007
E: -1743.37588 hartree
Relative energy (zero: lowest compared OMol25 entry of this formula, charge and spin): 0.00 kcal per mole
Charge: +1
Frontier orbital gap (spin up / spin down): 8.632 / 6.222 eV
Spin multiplicity: 3
LUMO level (spin up / spin down): -5.29 / -7.35 eV
Largest force on an atom: 4.6 eV/Å

---

Copy entry 2 word for word.
# C8H19Cl11NO3PSi2

A molecular structure, C8H19Cl11NO3PSi2 at a distorted geometry (wB97M-V/def2-TZVPD, the OMol25 dataset).

Last column: Mulliken charge in e.
Element x y z (Å)
C -0.8200 -2.1860 2.4115  -0.377
C -0.9870 -1.0109 1.2388  0.214
Cl -2.4484 0.1258 1.1832  -0.117
C 0.0888 -0.9008 0.2178  0.234
Cl 1.4986 -2.1550 0.3398  -0.162
Si 0.1946 0.3602 -1.2296  0.669
O -0.7503 -0.3374 -2.5834  -0.498
Cl -0.5842 2.3057 -0.8153  -0.312
O 1.8798 0.3455 -1.7913  -0.240
Si 2.8844 1.4390 -0.8553  0.230
N 4.0382 2.2230 -2.0478  -0.616
P 4.1487 0.4852 0.6652  0.225
C 4.9113 -1.1508 -0.0533  -0.777
O 3.1130 0.1093 2.0589  -0.472
H -1.7467 -2.0794 3.1175  0.353
H 0.1349 -1.9617 3.0856  0.237
H -0.6523 -3.2555 1.9675  -0.322
H -1.4389 0.3391 -2.8908  0.236
H 2.1791 2.5375 -0.2116  -0.103
H 4.5378 2.9561 -1.4594  0.254
H 3.4481 2.7969 -2.7011  0.274
H 4.3363 -2.1139 0.2856  0.182
H 5.0519 -1.0716 -1.2325  0.276
H 5.9978 -1.2323 0.4319  0.313
H 2.2869 0.7093 2.0306  0.279
C 0.0713 -5.9352 0.5645  0.072
Cl -1.1146 -5.4277 1.7732  -0.182
Cl 1.0001 -7.3288 1.1306  -0.161
H -0.4522 -6.2065 -0.3555  0.298
H 0.7565 -5.1069 0.3686  -0.047
C -4.4531 2.6877 -0.7242  0.407
Cl -5.2801 2.0847 0.7171  -0.174
Cl -4.7404 4.4180 -0.9453  -0.160
H -3.3794 2.5163 -0.6163  -0.323
H -4.8264 2.1505 -1.5995  0.246
C -2.4645 0.8975 4.6823  0.046
Cl -1.0863 -0.1293 5.0959  -0.146
Cl -3.6777 0.8821 5.9680  -0.170
H -2.1138 1.9220 4.5363  0.294
H -2.9192 0.5282 3.7598  -0.018
C -1.3165 3.0530 -5.2141  -0.361
Cl -2.7883 2.6859 -4.3064  -0.114
Cl 0.0461 2.0876 -4.6341  -0.077
H -1.4854 2.8312 -6.2707  0.326
H -1.0787 4.1126 -5.0930  0.262

Properties
E: -6579.23608 hartree
Frontier orbital gap: 7.917 eV
LUMO level: -0.41 eV
Largest force on an atom: 4.7 eV/Å

---

largest force on an atom of number 4 (C2H2LiNiO2)? 4.6 eV/Å

---

What is the E in the second record? -6579.23608 hartree

---

What is the formula in the first record? C4H5NO2